--- 1 ---
Molecular formula: C6H10N
Method: DFT, ωB97M-V with the def2-TZVPD basis set

Each line ends with the natural charge from an NBO analysis.
Geometry (Å):
H (1.23572, -0.51238, -2.45504)  0.2536
H (1.22328, 2.11303, -0.78126)  0.2344
H (0.00739, -2.00962, 0.20580)  0.2310
C (1.50619, 1.07626, -0.88653)  -0.4215
H (0.49344, -0.96384, 1.54794)  0.2234
H (-2.26803, -1.39201, 1.93791)  0.2642
C (0.64362, -1.17816, 0.48730)  -0.6591
H (1.63635, -1.66039, 0.26317)  0.2715
C (0.50341, 0.01855, -0.39229)  0.0205
C (-1.11557, 0.73940, -0.06772)  0.2682
H (2.60088, 1.13249, -0.70835)  0.2668
H (-2.11662, 0.35348, 2.92022)  0.2503
C (0.80661, 0.22364, -1.84975)  -0.4200
N (-1.64901, 0.40892, 1.02652)  -0.2779
H (-1.54015, 1.30711, -0.81887)  0.2350
H (-0.01282, 0.61890, -2.46552)  0.2246
C (-1.95467, -0.27537, 2.03645)  0.0353

Values from the calculation:
LUMO level = -5.3 eV
Net charge = +1
2S+1 = 1
SMILES string = C=[N+]=CC1(C)CC1

--- 2 ---
Molecular formula: C6H10N
Method: DFT, ωB97M-V with the def2-TZVPD basis set

Each line ends with the natural charge from an NBO analysis.
Geometry (Å):
H (0.32383, 1.55292, 0.49372)  0.2436
C (-0.69147, -1.49941, -0.10185)  0.2989
H (3.08296, -0.44995, 0.75982)  0.2452
H (2.64249, 1.21299, 0.31741)  0.2468
H (3.06190, 0.06329, -0.85007)  0.2533
N (1.11039, -0.18026, 0.01847)  -0.1999
H (-2.45798, 1.47311, -0.19812)  0.2323
C (-1.25884, -0.22078, 0.28285)  -0.3438
H (-1.25893, -0.49526, 1.34255)  0.2899
C (2.52262, 0.16956, 0.12254)  -0.4359
H (1.38998, -2.29228, 0.22688)  0.2585
C (0.71294, -1.48590, 0.08417)  -0.0117
C (0.05372, 0.67951, -0.06375)  -0.2253
H (-2.70803, 0.07923, -1.29748)  0.2367
C (-2.60102, 0.34943, -0.26291)  -0.6236
H (-0.38194, 1.13457, -1.06033)  0.2682
H (-3.54262, -0.09079, 0.18609)  0.2668

Values from the calculation:
LUMO level (alpha / beta) = -6.6 / -6.2 eV
Net charge = +1
2S+1 = 1

--- 3 ---
Molecular formula: C6H10N
Method: DFT, ωB97M-V with the def2-TZVPD basis set

Each line ends with the natural charge from an NBO analysis.
Geometry (Å):
N (2.17208, 0.85803, -0.08217)  -0.8097
H (-1.32255, -0.02512, 1.46519)  0.2376
H (2.59233, -0.56130, 1.32245)  0.2746
H (-3.52498, -0.81098, 0.64446)  0.2636
C (0.90837, -1.17523, 0.05220)  0.0511
C (-0.11199, -0.35273, -0.22829)  -0.0876
C (-0.43304, 0.96423, -0.38408)  0.1421
C (2.19619, -0.54245, 0.34181)  -0.3109
C (-1.37314, 0.07336, 0.46878)  -0.1576
H (-3.41870, 0.91888, 0.12508)  0.2513
H (-3.00060, -0.42981, -1.04719)  0.2411
H (0.81000, -2.19135, 0.10461)  0.2415
H (2.81670, 1.56715, 0.40262)  0.4319
H (3.00236, -1.10470, -0.19608)  0.2725
H (1.89190, 1.02754, -1.05294)  0.3929
H (-0.58957, 1.74044, -0.99054)  0.2393
C (-2.83113, -0.13067, -0.00419)  -0.6737

Values from the calculation:
LUMO level (alpha / beta) = -6.2 / -6.2 eV
Net charge = +1
2S+1 = 1

Winner for stability: 1

--- 1 ---
Molecular formula: C3H6ClNS
Method: DFT, ωB97M-V with the def2-TZVPD basis set

Each line ends with the natural charge from an NBO analysis.
Geometry (Å):
H (2.18069, 0.88130, -0.17520)  0.2514
H (-1.38738, -2.25704, -0.58624)  0.2571
C (1.26668, 1.43902, -0.09347)  -0.4280
Cl (-2.65104, -0.33049, -0.21366)  -0.0800
H (1.11329, 2.21056, -0.85581)  0.2105
H (1.33670, 2.14858, 0.80920)  0.2055
S (1.46110, -1.69668, -0.19294)  -0.2262
C (0.07347, -0.75007, -0.04516)  0.1359
H (-0.80640, 0.98730, -0.02442)  0.4048
H (-1.38151, -1.73746, 1.25502)  0.2555
N (0.09788, 0.56352, -0.03450)  -0.5591
C (-1.30349, -1.45855, 0.15719)  -0.4274

Values from the calculation:
LUMO level = 0.7 eV
Net charge = 0
2S+1 = 1
SMILES string = CNC(=S)CCl

--- 2 ---
Molecular formula: C3H6ClNS
Method: DFT, ωB97M-V with the def2-TZVPD basis set

Each line ends with the natural charge from an NBO analysis.
Geometry (Å):
C (0.94829, 0.67377, -1.32255)  -0.1367
H (-1.93697, 0.47745, 1.87848)  0.1506
C (-2.02137, -0.60767, 2.00598)  -0.0834
H (2.82456, 0.37917, -0.46287)  0.2160
H (0.53121, -0.29169, -1.06157)  0.1249
Cl (-0.16319, 1.67880, -2.19568)  -0.0094
H (2.56654, 2.03127, -1.28954)  0.2169
H (-2.59776, -0.97269, 2.84884)  0.1802
N (-1.49323, -1.47454, 1.24362)  -0.5355
H (-0.25157, -2.07758, -0.55385)  0.1371
C (2.17668, 1.05529, -1.01230)  -0.4181
S (-0.58319, -0.87157, -0.07856)  0.1573

Values from the calculation:
LUMO level = 0.7 eV
Net charge = 0
2S+1 = 1

Winner for stability: 1

--- 1 ---
Molecular formula: C4H6N2O
Method: DFT, ωB97M-V with the def2-TZVPD basis set

Each line ends with the natural charge from an NBO analysis.
Geometry (Å):
H (-2.35518, 1.77697, -0.56464)  0.5024
H (1.09766, -2.03867, -0.34436)  0.2029
H (2.79587, -0.27063, -0.04588)  0.2246
C (-1.59305, 0.15410, -0.08324)  0.6909
C (2.02236, 0.48634, 0.14362)  -0.6306
H (2.11798, 1.28026, -0.59247)  0.2394
H (-2.61024, -1.44046, 0.30268)  0.3908
O (-2.69043, 0.89704, -0.32177)  -0.6644
N (-0.41312, 0.82514, -0.14052)  -0.6210
H (2.18190, 0.87344, 1.15314)  0.2404
N (-1.64310, -1.11298, 0.17121)  -0.7101
C (0.59215, -0.00989, 0.04019)  0.1418
C (0.55576, -1.34100, 0.31361)  -0.0072

Values from the calculation:
LUMO level = 0.0 eV
Net charge = 0
2S+1 = 1

--- 2 ---
Molecular formula: C4H6N2O
Method: DFT, ωB97M-V with the def2-TZVPD basis set

Each line ends with the natural charge from an NBO analysis.
Geometry (Å):
C (-0.92507, -1.27082, 0.26467)  -0.2491
H (3.29721, -0.04882, -0.30961)  0.1912
H (2.24467, 1.21181, 0.39770)  0.1899
N (-0.35643, 0.91327, 0.00094)  -0.5268
C (-1.65423, 0.81361, 0.21942)  0.1955
H (-2.92157, -0.77324, 0.79242)  0.4175
H (-1.13683, -2.11885, -0.35712)  0.2197
H (-2.38039, 1.60386, 0.11437)  0.1953
C (0.10332, -0.36402, 0.07150)  0.4320
C (2.29552, 0.38629, -0.32072)  -0.2523
O (1.40869, -0.67366, 0.01421)  -0.4851
H (2.06292, 0.77267, -1.31656)  0.1830
N (-2.03781, -0.45209, 0.42876)  -0.5110

Values from the calculation:
LUMO level = 1.0 eV
Net charge = 0
2S+1 = 1
SMILES string = COc1c[nH]cn1

--- 3 ---
Molecular formula: C4H6N2O
Method: DFT, ωB97M-V with the def2-TZVPD basis set

Each line ends with the natural charge from an NBO analysis.
Geometry (Å):
C (0.29029, -0.10180, -0.86633)  0.3180
H (-1.47589, -1.67797, 1.52143)  0.2093
H (-1.28650, 0.85244, 1.83679)  0.2066
C (0.19404, 1.24646, -1.57941)  0.3611
H (0.55400, 0.76003, 1.66034)  0.1979
C (-0.44092, 0.33128, 1.44182)  -0.2237
H (1.58917, -0.81159, -1.99646)  0.3347
C (-0.56847, -1.13940, 1.23869)  -0.2461
H (0.32519, -1.77419, 1.30925)  0.2145
H (0.94441, 1.45583, -2.37800)  0.1261
N (1.07940, -1.08858, -1.13900)  -0.6084
O (-0.54365, 2.14787, -1.19366)  -0.4712
N (-0.66108, -0.20038, 0.14452)  -0.4187

Values from the calculation:
LUMO level = -0.3 eV
Net charge = 0
2S+1 = 1
SMILES string = [H]/N=C(\C=O)N1CC1

--- 4 ---
Molecular formula: C4H6N2O
Method: DFT, ωB97M-V with the def2-TZVPD basis set

Each line ends with the natural charge from an NBO analysis.
Geometry (Å):
H (-2.36140, -2.48520, 0.45287)  0.3974
H (1.25101, 2.17237, -0.81772)  0.2221
H (2.17826, 1.72184, 0.61815)  0.2454
H (-0.98090, 1.40287, 0.02104)  0.1935
H (-1.56248, -2.10062, -0.98601)  0.4053
C (0.88097, 0.17130, -0.04927)  0.5635
C (1.78256, 1.34749, -0.33354)  -0.7179
C (-0.56020, 0.43048, 0.28386)  -0.2666
H (2.62150, 1.02139, -0.95152)  0.2381
O (1.28873, -0.97401, -0.08966)  -0.5512
N (-1.12077, -0.21369, 1.56246)  -0.3533
N (-2.03529, -1.75185, -0.16324)  -0.7916
C (-1.38198, -0.74236, 0.45260)  0.4154

Values from the calculation:
LUMO level = 0.8 eV
Net charge = 0
2S+1 = 1
SMILES string = CC(=O)[C@@H]1N=C1N

Winner for stability: 2

--- 1 ---
Molecular formula: C5H8OS
Method: DFT, ωB97M-V with the def2-TZVPD basis set

Each line ends with the natural charge from an NBO analysis.
Geometry (Å):
C (-0.54778, 0.00692, -1.89686)  -0.3809
C (-0.03256, 0.85875, -0.82178)  -0.3459
O (1.02823, -0.09287, 1.39653)  -0.5397
C (0.77667, -1.10560, 0.34592)  -0.0694
H (0.64994, -2.06381, 0.84605)  0.1926
H (0.99221, 1.07928, -0.98325)  0.2227
H (0.16759, -0.10700, -2.78323)  0.2233
C (-0.09884, 0.68559, 1.75795)  -0.1960
C (-0.34595, -0.58370, -0.53333)  -0.2956
H (-0.96136, 0.07713, 2.08290)  0.1716
H (0.31435, 1.28100, 2.61793)  0.2151
S (-0.77911, 1.87775, 0.50210)  0.1550
H (1.74338, -1.03048, -0.20256)  0.1944
H (-1.34446, -0.83207, -0.10647)  0.2220
H (-1.56231, -0.05089, -2.22189)  0.2308

Values from the calculation:
LUMO level = 1.0 eV
Net charge = 0
2S+1 = 1
SMILES string = C1OC[C@@H]2C[C@H]2S1

--- 2 ---
Molecular formula: C5H8OS
Method: DFT, ωB97M-V with the def2-TZVPD basis set

Each line ends with the natural charge from an NBO analysis.
Geometry (Å):
S (-2.15052, 0.34551, 0.36126)  1.2115
C (0.93968, -0.27123, 0.80958)  -0.3103
H (0.31655, -0.32744, 1.62903)  0.2031
C (2.34046, 1.33003, -0.43828)  -0.3530
H (-2.32599, -2.05108, -0.66275)  0.2329
H (2.59730, 0.61613, -1.21046)  0.1822
C (-1.88141, -1.48643, 0.08457)  -0.6229
H (-0.76230, -0.62718, -1.60856)  0.2393
H (-1.59849, -2.06080, 0.90046)  0.2141
C (1.41406, 0.98834, 0.43753)  -0.2668
C (-0.84063, -0.51531, -0.51733)  -0.4255
H (2.47927, 2.40649, -0.69631)  0.2048
H (1.44385, -1.19884, 0.45856)  0.2268
H (1.15980, 1.89539, 0.99078)  0.2093
O (-3.13162, 0.95642, -0.53809)  -0.9455

Values from the calculation:
LUMO level = -0.1 eV
Net charge = 0
2S+1 = 1

Winner for stability: 1